Entry 1:
Formula: C3H5NO
Source: OMol25
Level of theory: ωB97M-V/def2-TZVPD

## Properties
SMILES: O=C1CNC1
E_HOMO, Eh: -0.355
2S+1: 1
Calculated total energy, eV: -6728.2932
E_LUMO, eV: 0.8

Each line ends with the Mulliken charge.
CARTESIAN COORDINATES (ANGSTROEM)
C 0.158 1.017 0.338  -0.26
C -0.245 -0.956 -0.384  -0.26
N -0.942 0.346 -0.385  -0.48
O 2.202 -0.427 -0.036  -0.53
H -1.835 0.352 0.092  0.24
H 0.021 1.093 1.428  0.21
H -0.510 -1.629 0.446  0.21
H -0.270 -1.512 -1.326  0.27
C 1.028 -0.192 -0.017  0.33
H 0.467 1.989 -0.057  0.26



Entry 2:
Formula: C3H5NO
Source: OMol25
Level of theory: ωB97M-V/def2-TZVPD

## Properties
SMILES: C=C=N.C=O
E_HOMO, Eh: -0.339
2S+1: 1
Calculated total energy, eV: -6727.0475
E_LUMO, eV: 0.6

Each line ends with the Mulliken charge.
CARTESIAN COORDINATES (ANGSTROEM)
C 1.215 1.104 -0.598  -0.34
H -2.047 -0.864 -0.842  0.26
O 0.099 1.389 -0.946  -0.35
H 1.863 0.426 -1.189  0.33
N 0.500 -1.391 1.049  -0.57
H -2.265 0.204 0.683  0.26
C -1.719 -0.562 0.145  -0.84
C -0.579 -0.995 0.613  0.64
H 1.653 1.492 0.343  0.33
H 1.281 -0.803 0.741  0.27



Entry 3:
Formula: C3H5NO
Source: OMol25
Level of theory: ωB97M-V/def2-TZVPD

## Properties
SMILES: C/C=C\N=O
E_HOMO, Eh: -0.321
2S+1: 1
Calculated total energy, eV: -6726.2213
E_LUMO, eV: -0.5

Each line ends with the Mulliken charge.
CARTESIAN COORDINATES (ANGSTROEM)
C 1.356 -0.272 -0.272  -0.91
C -1.113 0.227 0.040  -0.28
H -2.161 0.267 -0.346  0.35
H -0.275 0.192 -1.764  0.42
H 1.563 0.291 0.675  0.32
N -0.885 0.223 1.434  0.03
C -0.071 -0.004 -0.778  -0.13
O -1.792 0.390 2.207  -0.39
H 1.308 -1.342 -0.198  0.24
H 2.069 0.028 -0.998  0.35



Entry 4:
Formula: C3H5NO
Source: OMol25
Level of theory: ωB97M-V/def2-TZVPD

## Properties
E_HOMO, Eh: -0.334
2S+1: 1
Calculated total energy, eV: -6724.7647
E_LUMO, eV: 1.0

Each line ends with the Mulliken charge.
CARTESIAN COORDINATES (ANGSTROEM)
N 0.386 -0.145 -0.855  0.28
O 0.325 -1.344 -1.174  -0.62
C -0.822 -0.869 1.498  -0.61
H -1.472 -0.644 2.353  0.27
H -0.764 -1.709 0.909  0.37
C 0.899 0.852 -1.451  -0.26
H 0.681 1.728 -0.849  0.15
H -0.335 1.158 1.114  0.30
H 1.518 0.799 -2.367  0.29
C -0.415 0.175 0.822  -0.17



Entry 5:
Formula: C3H5NO
Source: OMol25
Level of theory: ωB97M-V/def2-TZVPD

## Properties
SMILES: C=CNC=O
E_HOMO, Eh: -0.332
2S+1: 1
Calculated total energy, eV: -6728.2284
E_LUMO, eV: 0.9

Each line ends with the Mulliken charge.
CARTESIAN COORDINATES (ANGSTROEM)
C -1.257 -0.868 -1.002  -0.62
C 1.256 0.923 0.925  0.09
H 1.986 0.463 1.699  0.26
H 1.153 -1.017 0.191  0.20
H -0.860 -1.881 -1.457  0.21
C -0.581 -0.011 -0.315  0.11
O 0.937 2.091 0.824  -0.49
H -0.936 1.006 0.177  0.18
N 0.633 -0.188 0.265  -0.16
H -2.332 -0.519 -1.308  0.20



Entry 6:
Formula: C3H5NO
Source: OMol25
Level of theory: ωB97M-V/def2-TZVPD

## Properties
E_HOMO (spin up / spin down), Eh: -0.277 / -0.277
2S+1: 1
Calculated total energy, eV: -6723.7337
E_LUMO (spin up / spin down), eV: 0.1 / 0.1

Each line ends with the Mulliken charge.
CARTESIAN COORDINATES (ANGSTROEM)
O 1.692 -0.582 1.121  -0.30
H 0.747 1.421 -1.167  0.33
C 1.065 0.163 0.490  0.24
H 0.553 -2.448 -0.681  -0.04
C 0.267 0.902 -0.343  0.09
C -1.202 0.392 -0.390  -0.38
N -0.875 1.524 0.394  -0.36
H -0.803 1.387 1.415  0.20
H -1.386 -0.516 0.213  0.18
H -0.057 -2.244 -1.053  0.04



Entry 7:
Formula: C3H5NO
Source: OMol25
Level of theory: ωB97M-V/def2-TZVPD

## Properties
E_HOMO (spin up / spin down), Eh: -0.345 / -0.345
2S+1: 1
Calculated total energy, eV: -6725.7637
E_LUMO (spin up / spin down), eV: 0.2 / 0.2

Each line ends with the Mulliken charge.
CARTESIAN COORDINATES (ANGSTROEM)
C -0.562 0.755 0.230  -0.42
N 0.749 1.259 -0.244  -0.33
H 2.014 -0.562 -0.393  0.46
O 0.729 -1.275 0.249  -0.68
H -0.819 -0.944 -1.098  0.26
C 1.660 0.497 -0.317  0.10
H -0.608 0.988 1.299  0.27
C -0.508 -0.773 -0.047  -0.26
H -1.277 -1.221 0.606  0.29
H -1.377 1.276 -0.283  0.30



Entry 8:
Formula: C3H5NO
Source: OMol25
Level of theory: ωB97M-V/def2-TZVPD

## Properties
SMILES: O=CN1CC1
E_HOMO, Eh: -0.372
2S+1: 1
Calculated total energy, eV: -6726.8077
E_LUMO, eV: 1.0

Each line ends with the Mulliken charge.
CARTESIAN COORDINATES (ANGSTROEM)
C 0.777 0.258 0.587  0.08
H -0.166 1.065 -1.971  0.14
C -0.542 0.055 -1.494  -0.23
H 0.781 1.272 0.361  0.34
N 0.053 -0.509 -0.250  -0.35
H -2.007 -0.639 0.004  0.33
H -0.629 -0.597 -2.208  0.31
C -1.371 0.119 -0.328  -0.40
O 1.208 -0.159 1.618  -0.48
H -1.201 1.141 0.027  0.27



Entry 9:
Formula: C3H5NO
Source: OMol25
Level of theory: ωB97M-V/def2-TZVPD

## Properties
E_HOMO, Eh: -0.332
2S+1: 1
Calculated total energy, eV: -6725.4844
E_LUMO, eV: 0.3

Each line ends with the Mulliken charge.
CARTESIAN COORDINATES (ANGSTROEM)
H 0.223 1.890 -0.611  0.37
H 0.987 -0.726 -1.231  0.25
C -0.499 1.085 -0.486  0.15
N -0.861 0.242 -1.357  -0.50
O -0.713 0.889 0.927  -0.34
C 0.176 -0.189 0.975  -0.38
C 0.062 -0.703 -0.619  -0.34
H -0.165 -0.987 1.644  0.29
H 1.181 0.160 1.253  0.23
H -0.391 -1.660 -0.495  0.27



Entry 10:
Formula: C3H5NO
Source: OMol25
Level of theory: ωB97M-V/def2-TZVPD

## Properties
SMILES: O=C1CNC1
E_HOMO, Eh: -0.360
2S+1: 1
Calculated total energy, eV: -6728.2395
E_LUMO, eV: 1.0

Each line ends with the Mulliken charge.
CARTESIAN COORDINATES (ANGSTROEM)
N -1.082 0.257 0.044  -0.47
H 0.323 1.800 -0.438  0.19
O 2.080 -0.639 0.232  -0.54
C 0.969 -0.251 0.005  0.55
H -1.482 -0.044 0.929  0.29
H -0.578 -1.881 -0.209  0.29
H 0.274 1.458 1.312  0.29
H -0.355 -0.846 -1.643  0.19
C 0.168 1.019 0.316  -0.39
C -0.316 -0.874 -0.548  -0.39



Entry 11:
Formula: C3H5NO
Source: OMol25
Level of theory: ωB97M-V/def2-TZVPD

## Properties
E_HOMO (spin up / spin down), Eh: -0.300 / -0.275
2S+1: 1
Calculated total energy, eV: -6723.2422
E_LUMO (spin up / spin down), eV: 0.7 / 0.7

Each line ends with the Mulliken charge.
CARTESIAN COORDINATES (ANGSTROEM)
N -0.601 2.102 -1.464  -0.42
H -1.669 -0.599 1.664  0.24
C -0.202 0.972 -1.594  -0.09
C 0.477 -1.297 1.329  -0.12
O -0.512 -2.151 0.762  -0.33
H 0.428 0.377 -2.226  0.29
H 0.767 -1.549 2.346  0.23
H 1.294 -1.037 0.667  0.16
C -0.865 -0.858 1.003  -0.20
H -0.425 2.943 -2.020  0.23



Entry 12:
Formula: C3H5NO
Source: OMol25
Level of theory: ωB97M-V/def2-TZVPD

## Properties
SMILES: C/C=N\C=O
E_HOMO, Eh: -0.359
2S+1: 1
Calculated total energy, eV: -6727.7391
E_LUMO, eV: 0.3

Each line ends with the Mulliken charge.
CARTESIAN COORDINATES (ANGSTROEM)
O -1.233 0.112 1.347  -0.51
C 0.715 0.971 -0.181  -0.71
C 0.617 -0.474 -0.379  0.12
H 1.579 -0.928 -0.626  0.36
H 0.919 0.913 -1.294  0.22
C -1.366 -0.786 0.546  0.08
N -0.443 -1.187 -0.433  -0.55
H 1.578 1.334 0.388  0.28
H -2.181 -1.510 0.639  0.39
H -0.185 1.555 -0.008  0.31



Entry 13:
Formula: C3H5NO
Source: OMol25
Level of theory: ωB97M-V/def2-TZVPD

## Properties
E_HOMO, Eh: -0.345
2S+1: 1
Calculated total energy, eV: -6725.6245
E_LUMO, eV: 0.0

Each line ends with the Mulliken charge.
CARTESIAN COORDINATES (ANGSTROEM)
H -0.499 1.780 -0.455  0.23
C 0.925 0.129 -0.121  0.37
C -1.238 -0.184 0.184  -0.47
C -0.281 0.989 0.268  -0.25
N 0.354 -0.940 -0.792  -0.36
H -0.811 -0.809 -0.924  0.41
H -1.229 -0.768 1.113  0.16
O 2.080 0.229 0.203  -0.56
H -0.114 1.419 1.258  0.26
H 0.813 -1.845 -0.734  0.22



Entry 14:
Formula: C3H5NO2
Source: OMol25
Level of theory: ωB97M-V/def2-TZVPD

## Properties
SMILES: CC(=O)C(N)=O
E_HOMO, Eh: -0.356
2S+1: 1
Calculated total energy, eV: -8777.3154
E_LUMO, eV: 0.8

Each line ends with the Mulliken charge.
CARTESIAN COORDINATES (ANGSTROEM)
O -0.108 -0.962 -1.424  -0.51
H -1.994 1.095 0.100  0.31
C -1.710 0.040 0.043  -1.04
H -1.778 -0.384 1.052  0.29
C -0.326 -0.184 -0.520  0.62
H 2.807 0.080 0.571  0.25
N 1.868 -0.276 0.471  -0.39
H 1.768 -1.257 0.265  0.23
O 0.992 1.783 -0.010  -0.57
H -2.416 -0.507 -0.582  0.31
C 0.898 0.572 0.034  0.50



Entry 15:
Formula: C3H5NO2
Source: OMol25
Level of theory: ωB97M-V/def2-TZVPD

## Properties
SMILES: N#C[C@H](O)CO
E_HOMO, Eh: -0.396
2S+1: 1
Calculated total energy, eV: -8774.9360
E_LUMO, eV: 0.6

Each line ends with the Mulliken charge.
CARTESIAN COORDINATES (ANGSTROEM)
H -2.692 0.187 -0.485  0.31
H 0.791 -1.958 1.214  0.30
C 1.719 0.576 -0.006  0.13
O 0.877 -1.293 0.514  -0.54
H 0.103 0.656 1.386  0.28
N 2.827 0.369 -0.262  -0.45
H -0.670 -0.549 -1.227  0.29
C 0.402 0.114 0.464  0.41
O -1.976 0.359 0.141  -0.51
H -0.634 1.225 -1.179  0.31
C -0.747 0.314 -0.560  -0.54



Entry 16:
Formula: C3H5NO2
Source: OMol25
Level of theory: ωB97M-V/def2-TZVPD

## Properties
E_HOMO, Eh: -0.300
2S+1: 1
Calculated total energy, eV: -8773.8503
E_LUMO, eV: 0.1

Each line ends with the Mulliken charge.
CARTESIAN COORDINATES (ANGSTROEM)
H -0.866 2.147 0.666  0.27
C 1.690 -1.646 0.023  0.04
C -1.019 1.365 -0.084  -0.81
O -1.164 -1.488 0.434  -0.63
N 0.052 0.400 -0.050  -0.19
H -1.102 1.823 -1.074  0.28
H 0.939 -2.345 0.295  0.52
H -1.944 0.828 0.142  0.30
O 2.528 -0.858 -0.275  -0.44
H 1.006 0.669 -0.258  0.19
C -0.120 -0.896 0.181  0.46



Entry 17:
Formula: C3H5NO2
Source: OMol25
Level of theory: ωB97M-V/def2-TZVPD

## Properties
SMILES: O=CCNC=O
E_HOMO, Eh: -0.369
2S+1: 1
Calculated total energy, eV: -8776.8797
E_LUMO, eV: 0.9

Each line ends with the Mulliken charge.
CARTESIAN COORDINATES (ANGSTROEM)
O 1.097 -0.393 -1.978  -0.55
H 0.649 -1.289 0.141  0.32
C 0.399 0.268 1.591  0.11
C 0.087 0.236 -1.742  0.10
N -0.672 0.092 -0.614  -0.19
H -1.344 0.821 -0.425  0.27
H 0.831 -0.259 2.468  0.33
O 0.364 1.473 1.533  -0.46
H -0.918 -1.289 0.957  0.31
H -0.339 0.979 -2.441  0.32
C -0.152 -0.639 0.510  -0.56



Entry 18:
Formula: C3H5NO2
Source: OMol25
Level of theory: ωB97M-V/def2-TZVPD

## Properties
E_HOMO, Eh: -0.335
2S+1: 1
Calculated total energy, eV: -8772.7033
E_LUMO, eV: 0.0

Each line ends with the Mulliken charge.
CARTESIAN COORDINATES (ANGSTROEM)
C 1.111 0.017 -0.801  -0.02
C -1.047 0.544 0.094  0.09
H 1.088 -0.943 -1.328  0.29
N -2.264 0.282 -0.074  -0.59
H -2.441 0.056 -1.053  0.26
C 0.478 -1.042 1.079  -0.26
O -0.119 0.683 -0.921  -0.39
O 1.379 -0.219 0.587  -0.24
H -0.695 0.849 1.083  0.47
H 1.897 0.675 -1.180  0.22
H 0.568 -0.898 2.179  0.18



Entry 19:
Formula: C3H5NO2
Source: OMol25
Level of theory: ωB97M-V/def2-TZVPD

## Properties
E_HOMO, Eh: -0.310
2S+1: 1
Calculated total energy, eV: -8773.2639
E_LUMO, eV: 0.1

Each line ends with the Mulliken charge.
CARTESIAN COORDINATES (ANGSTROEM)
C -0.642 0.337 0.219  0.30
H -2.190 -0.729 -0.990  0.25
C 1.438 -0.175 0.160  0.48
N 1.850 -1.336 0.248  -0.54
H 2.769 -1.579 -0.010  0.21
H 2.988 0.868 -0.451  0.33
O -0.570 1.488 0.487  -0.39
H -2.704 -0.649 0.792  0.27
C -2.233 -0.132 -0.054  -0.72
O 1.989 0.971 -0.166  -0.42
H -2.693 0.936 -0.237  0.24



Entry 20:
Formula: C3H5NO2
Source: OMol25
Level of theory: ωB97M-V/def2-TZVPD

## Properties
SMILES: C=C(O)NC=O
E_HOMO, Eh: -0.325
2S+1: 1
Calculated total energy, eV: -8776.4345
E_LUMO, eV: 0.7

Each line ends with the Mulliken charge.
CARTESIAN COORDINATES (ANGSTROEM)
H -1.009 -1.725 -0.815  0.34
C 1.001 -0.857 -1.187  -1.02
H 1.687 -0.224 -1.725  0.25
H 1.076 1.211 0.479  0.25
O -0.979 -1.180 -0.013  -0.50
H 1.087 -1.934 -1.293  0.26
H -1.753 0.769 1.229  0.33
N 0.168 0.769 0.423  -0.17
C -0.796 1.308 1.254  0.07
O -0.585 2.278 1.945  -0.53
C 0.104 -0.414 -0.296  0.72